A structure of composition C18H21BrN7O2Re, computed with ωB97M-V/def2-TZVPD.

Structure (XYZ):
```
50
Properties=species:S:1:pos:R:3
Re -2.075 -0.676 -0.373
O -2.342 -1.182 4.378
C -0.998 -1.270 4.399
C -0.442 -1.798 5.568
C 0.923 -1.894 5.725
C 1.774 -1.451 4.722
C 1.245 -0.916 3.562
C -0.129 -0.833 3.359
C -0.687 -0.196 2.093
O -1.853 -0.813 1.573
N 0.336 -0.153 1.051
N -0.086 -0.368 -0.198
C 0.803 -0.586 -1.163
C 0.449 -0.925 -2.470
Br -1.461 -1.226 -2.742
C 1.248 -1.253 -3.549
C 2.651 -1.168 -3.686
C 3.488 -0.298 -2.943
C 4.849 -0.364 -3.092
C 5.415 -1.312 -3.958
C 4.607 -2.151 -4.726
C 3.240 -2.051 -4.632
H -2.662 -0.952 3.514
H -1.130 -2.114 6.341
H 1.338 -2.298 6.638
H 2.846 -1.513 4.838
H 1.947 -0.536 2.825
H -0.954 0.850 2.320
H 1.271 -0.468 1.292
H 1.862 -0.560 -0.925
H 0.733 -1.689 -4.402
H 3.050 0.471 -2.318
H 5.489 0.329 -2.564
H 6.491 -1.370 -4.054
H 5.054 -2.858 -5.411
H 2.606 -2.677 -5.249
N -4.078 -1.567 -0.345
H -4.480 -1.625 0.591
H -4.040 -2.530 -0.682
H -4.780 -1.109 -0.924
N -4.347 5.527 -0.529
C -3.281 4.759 -0.440
N -2.070 5.275 -0.290
N -3.491 3.431 -0.499
C -2.966 2.325 -0.495
N -2.632 1.183 -0.520
H -4.289 6.534 -0.519
H -5.258 5.108 -0.631
H -1.928 6.272 -0.216
H -1.257 4.687 -0.244
```

Gap between HOMO and LUMO (alpha / beta) in eV: 4.2 / 3.5
Multiplicity: 2
Total charge: +3
HOMO energy (alpha / beta) in eV: -15.14 / -15.13
LUMO level (alpha / beta) in eV: -10.95 / -11.63
ΔE to the lowest compared entry with this formula, charge and spin in kcal per mole: 8.9